No. 1
A 6-piece molecular cluster, C28H62F9N3O21S7 overall. Source: the Open Molecules 2025 dataset; level of theory: wB97M-V/def2-TZVPD.

Last column: Löwdin charge in e.
Cartesian coordinates (Å):
H1 -1.568 -0.567 -0.363  0.0103
N1 -0.810 -0.796 -1.043  0.0914
C1 0.234 0.129 -0.910  -0.3445
N2 1.393 -0.089 -1.905  0.0278
N3 0.210 1.268 0.085  -0.0351
C2 0.747 0.878 1.444  -0.2285
C3 -0.392 1.217 2.621  -0.1566
C4 -1.623 0.112 2.370  -0.1831
C5 -2.335 -0.325 3.779  -0.1301
C6 -2.596 -1.962 3.925  -0.4040
C7 -1.350 -2.520 4.892  -0.0913
C8 0.107 -1.881 4.507  -0.0580
C9 1.399 -2.731 5.145  -0.1866
F1 1.552 -2.147 6.533  -0.0110
F2 1.100 -4.166 5.368  0.0197
C10 2.803 -2.407 4.381  -0.2178
F3 3.901 -2.533 5.375  0.0270
F4 2.826 -0.965 3.933  0.0064
S1 3.220 -3.449 2.900  1.0934
F5 3.157 -2.022 1.891  -0.2297
F6 1.598 -3.810 2.503  -0.1682
F7 3.467 -4.887 3.796  -0.1644
F8 4.898 -3.074 3.141  -0.2108
F9 3.697 -4.313 1.493  -0.1748
O1 -2.690 -2.660 2.636  -0.0533
C11 -3.411 -3.936 2.730  -0.2245
O2 -3.097 -4.981 3.499  0.0513
C12 -4.729 -4.101 1.714  -0.0377
O3 -4.391 -5.098 0.644  -0.1905
O4 -3.206 -4.860 0.155  -0.0527
S2 -4.150 -2.121 5.003  0.8230
C13 -5.753 -1.851 4.046  -0.1435
O5 -4.078 -0.932 6.040  -0.4203
O6 -4.155 -3.417 5.880  -0.3684
H2 1.595 -1.131 -1.900  0.0718
H3 0.922 0.053 -2.849  0.0767
H4 -0.751 1.692 0.188  0.1083
H5 1.779 1.402 1.716  0.1255
H6 0.992 -0.290 1.446  0.1080
H7 -0.752 2.329 2.516  0.1211
H8 0.121 1.063 3.687  0.1086
H9 -2.414 0.693 1.707  0.1228
H10 -1.132 -0.760 1.764  0.0902
H11 -1.804 0.140 4.731  0.1393
H12 -3.423 0.167 3.766  0.1156
H13 -1.382 -3.686 4.979  0.1324
H14 -1.619 -2.104 5.978  0.1475
H15 0.149 -0.797 5.000  0.1337
H16 0.255 -1.709 3.340  0.1267
H17 -5.717 -4.358 2.285  0.1431
H18 -4.870 -3.074 1.122  0.1419
H19 -3.220 -4.144 -0.548  0.1398
H20 -5.467 -1.487 2.955  0.0854
H21 -6.330 -2.883 3.881  0.0927
H22 -6.450 -1.049 4.537  0.0940
C14 5.986 0.819 -4.520  -0.0696
C15 5.989 -0.089 -5.737  -0.2727
O7 5.362 -1.336 -5.460  -0.2614
S3 3.739 -1.372 -5.300  0.6214
C16 3.541 -3.135 -5.287  -0.1195
O8 3.140 -0.850 -6.512  -0.2947
O9 3.386 -0.870 -3.992  -0.2997
H23 4.968 1.102 -4.240  0.0687
H24 6.544 1.738 -4.718  0.0825
H25 6.428 0.309 -3.659  0.0776
H26 5.514 0.398 -6.596  0.1139
H27 7.025 -0.302 -6.020  0.1239
H28 3.835 -3.541 -6.256  0.0750
H29 2.487 -3.348 -5.096  0.0777
H30 4.153 -3.554 -4.485  0.0762
C17 -2.656 0.340 -5.788  -0.0686
C18 -3.664 0.296 -4.655  -0.2674
O10 -4.457 -0.885 -4.705  -0.2673
S4 -3.766 -2.302 -4.291  0.6173
C19 -5.245 -3.283 -4.248  -0.1243
O11 -3.247 -2.192 -2.943  -0.3109
O12 -2.952 -2.766 -5.392  -0.2852
H31 -1.921 -0.465 -5.695  0.0698
H32 -2.112 1.288 -5.790  0.0527
H33 -3.155 0.211 -6.753  0.0883
H34 -3.171 0.387 -3.680  0.1141
H35 -4.346 1.149 -4.751  0.1253
H36 -5.892 -2.929 -3.444  0.0721
H37 -4.950 -4.318 -4.062  0.0764
H38 -5.746 -3.211 -5.215  0.0755
C20 -5.671 5.373 4.163  -0.0811
C21 -6.067 5.233 5.622  -0.2758
O13 -6.104 3.869 6.024  -0.2679
S5 -4.692 3.077 6.218  0.6263
C22 -5.342 1.615 6.986  -0.1254
O14 -3.887 3.790 7.190  -0.2838
O15 -4.178 2.710 4.918  -0.3026
H39 -4.646 5.030 3.997  0.0666
H40 -5.729 6.416 3.841  0.0810
H41 -6.322 4.765 3.527  0.0843
H42 -5.398 5.808 6.272  0.1177
H43 -7.075 5.639 5.757  0.1233
H44 -5.767 1.874 7.957  0.0787
H45 -4.515 0.913 7.114  0.0481
H46 -6.098 1.178 6.331  0.0676
C23 -0.409 7.157 -6.404  -0.0798
C24 -0.749 5.990 -7.312  -0.2765
O16 0.231 4.962 -7.230  -0.2658
S6 0.283 4.042 -5.885  0.6280
C25 1.421 2.816 -6.478  -0.1139
O17 -1.011 3.417 -5.697  -0.3002
O18 0.935 4.788 -4.832  -0.2824
H47 -0.437 6.861 -5.351  0.0686
H48 -1.121 7.976 -6.537  0.0803
H49 0.601 7.524 -6.609  0.0865
H50 -1.745 5.590 -7.089  0.1157
H51 -0.768 6.339 -8.350  0.1233
H52 0.962 2.262 -7.298  0.0789
H53 1.644 2.142 -5.648  0.0739
H54 2.337 3.313 -6.805  0.0779
C26 9.550 1.086 1.162  -0.0804
C27 9.419 -0.403 0.898  -0.2767
O19 8.121 -0.881 1.233  -0.2645
S7 6.873 -0.487 0.261  0.6341
C28 5.663 -1.571 0.976  -0.1466
O20 7.166 -0.946 -1.082  -0.2927
O21 6.474 0.874 0.537  -0.2842
H55 8.889 1.663 0.509  0.0681
H56 10.573 1.426 0.984  0.0797
H57 9.269 1.320 2.194  0.0860
H58 9.661 -0.644 -0.143  0.1159
H59 10.135 -0.941 1.529  0.1227
H60 5.961 -2.607 0.809  0.0776
H61 4.709 -1.372 0.484  0.0710
H62 5.581 -1.354 2.043  0.0615

Results
**SMILES string**: [H]/N=C(/N)NCCCC[C@](CCC(F)(F)C(F)(F)S(F)(F)(F)(F)F)(OC(=O)COO)S(C)(=O)=O.CCOS(C)(=O)=O.CCOS(C)(=O)=O.CCOS(C)(=O)=O.CCOS(C)(=O)=O.CCOS(C)(=O)=O

No. 2
A 3-piece molecular cluster, C28H62N2O11P3 overall. Source: the Open Molecules 2025 dataset; level of theory: wB97M-V/def2-TZVPD.

Last column: Löwdin charge in e.
Cartesian coordinates (Å):
C1 -3.219 3.348 3.043  0.0005
C2 -4.106 3.853 1.919  -0.0646
C3 -3.449 4.440 0.497  -0.3600
C4 -4.035 6.005 0.399  -0.0220
C5 -5.633 6.079 0.044  -0.2473
O1 -5.981 6.748 -1.089  -0.0302
N1 -6.773 5.523 0.869  -0.2450
C6 -7.642 4.556 0.093  -0.1106
C7 -7.572 6.598 1.573  -0.0997
C8 -4.031 3.672 -0.829  -0.0439
N2 -3.142 2.586 -1.389  0.0442
C9 -2.223 2.098 -0.292  -0.2487
C10 -1.390 0.808 -0.885  -0.1340
C11 -1.649 -0.491 0.120  -0.1747
C12 -3.125 -1.095 -0.282  -0.1710
C13 -3.940 -1.786 0.965  -0.2311
O2 -3.145 -1.987 2.189  -0.1338
C14 -1.279 3.357 0.154  -0.4104
P1 -0.055 2.949 1.599  0.8947
C15 0.725 4.687 2.008  -0.2995
C16 1.413 1.878 0.989  -0.3386
O3 -1.987 4.577 0.553  -0.1593
H1 -3.549 2.288 3.480  0.0915
H2 -2.275 3.920 3.435  0.0599
H3 -5.260 3.752 2.112  0.1061
H4 -3.745 6.655 1.335  0.1522
H5 -3.446 6.482 -0.522  0.1470
H6 -7.367 3.463 0.485  0.0845
H7 -7.394 4.553 -1.053  0.0969
H8 -8.791 4.693 0.316  0.1106
H9 -6.848 7.098 2.368  0.1088
H10 -8.404 6.041 2.222  0.1142
H11 -8.035 7.377 0.833  0.1086
H12 -4.224 4.437 -1.719  0.1707
H13 -5.085 3.200 -0.566  0.1546
H14 -3.770 1.774 -1.642  0.1764
H15 -2.611 2.959 -2.206  0.1959
H16 -2.897 1.689 0.597  0.1688
H17 -1.899 0.507 -1.916  0.1235
H18 -0.251 1.015 -1.086  0.1085
H19 -1.674 -0.056 1.210  0.1111
H20 -0.781 -1.282 0.086  0.1331
H21 -3.833 -0.274 -0.753  0.0950
H22 -2.968 -1.928 -1.102  0.1201
H23 -4.864 -1.121 1.257  0.1251
H24 -4.383 -2.852 0.669  0.1377
H25 -2.658 -2.857 2.066  0.1057
H26 -0.581 3.612 -0.774  0.1461
H27 0.733 5.255 0.959  0.0561
H28 0.010 5.341 2.698  0.0594
H29 1.822 4.609 2.410  0.0572
H30 2.377 2.212 1.593  0.0592
H31 1.601 1.951 -0.167  0.0413
H32 1.218 0.747 1.312  0.0609
O4 0.350 -4.909 0.520  -0.2467
P2 0.208 -6.332 -0.076  0.7476
O5 -1.378 -6.140 -0.511  -0.2394
C17 -1.665 -5.430 -1.701  -0.3207
C18 -1.401 -6.291 -2.921  -0.0845
O6 -0.094 -7.060 1.394  -0.2407
C19 0.512 -6.545 2.574  -0.3100
C20 -0.456 -5.639 3.318  -0.0727
O7 0.050 -7.921 -0.741  -0.2081
C21 1.256 -8.660 -0.867  -0.3042
C22 1.778 -9.150 0.472  -0.0797
H33 -1.087 -4.504 -1.738  0.0983
H34 -2.727 -5.162 -1.668  0.1150
H35 -0.330 -6.488 -3.029  0.0675
H36 -1.749 -5.791 -3.832  0.0793
H37 -1.902 -7.259 -2.832  0.0873
H38 1.450 -6.030 2.342  0.1051
H39 0.769 -7.396 3.212  0.1181
H40 -0.886 -4.873 2.667  0.0547
H41 0.044 -5.144 4.155  0.0806
H42 -1.298 -6.220 3.709  0.0817
H43 2.007 -8.053 -1.379  0.1115
H44 1.035 -9.523 -1.502  0.1225
H45 2.202 -8.322 1.047  0.0657
H46 2.569 -9.893 0.332  0.0841
H47 0.977 -9.594 1.072  0.0914
O8 6.412 -0.324 -2.862  -0.2230
P3 6.702 0.863 -1.911  0.7452
O9 8.167 0.279 -1.405  -0.2333
C23 9.288 0.461 -2.248  -0.3057
C24 9.795 1.888 -2.172  -0.0877
O10 5.811 0.238 -0.647  -0.2429
C25 4.653 -0.543 -0.918  -0.3210
C26 4.982 -2.025 -0.845  -0.0716
O11 7.026 2.189 -0.848  -0.2113
C27 6.132 3.289 -0.943  -0.3033
C28 4.775 2.987 -0.336  -0.0995
H48 9.039 0.184 -3.275  0.1075
H49 10.070 -0.222 -1.897  0.1226
H50 9.069 2.579 -2.610  0.0636
H51 10.740 1.994 -2.718  0.0808
H52 9.947 2.193 -1.133  0.0839
H53 4.215 -0.273 -1.885  0.1013
H54 3.907 -0.303 -0.155  0.1036
H55 5.849 -2.285 -1.457  0.0747
H56 4.130 -2.626 -1.173  0.0751
H57 5.234 -2.309 0.183  0.0805
H58 6.033 3.591 -1.990  0.1123
H59 6.591 4.120 -0.399  0.1230
H60 4.205 2.311 -0.980  0.0570
H61 4.188 3.903 -0.221  0.0766
H62 4.875 2.505 0.642  0.0861

Results
**Total charge**: +1
**Energy relative to the best compared isomer or geometry (same formula, charge and spin)**: 619.58 kJ/mol

Across the entries above, HOMO energy takes the values -0.3347, -0.3952 hartree, respectively.
Across the entries above, E_LUMO takes the values -2.6, -3.6 eV, respectively.
Across the entries above, HOMO-LUMO gap takes the values 6.48, 7.12 eV, respectively.